# 1
46
Properties=species:S:1:pos:R:3:lowdin_spin:R:1 method="wB97M-V/def2-TZVPD" spin_multiplicity=2 total_charge=+1 e_homo_ev="-10.03 / -10.07" lumo_ev="-2.727 / -2.665"
V -0.23 -0.02 0.11 0.96
C -2.78 0.24 2.33 0.00
C -3.26 1.14 1.20 0.00
S -2.50 0.76 -0.41 0.03
C -3.35 -0.82 -0.77 0.00
C -2.58 -1.62 -1.80 0.00
S -0.83 -1.88 -1.37 -0.01
C -0.92 -3.08 0.00 0.00
C 0.49 -3.26 0.56 0.00
S 1.29 -1.70 1.09 0.00
C 0.89 -1.64 2.87 -0.01
C -0.55 -1.28 3.21 0.00
S -0.96 0.30 2.40 0.00
H -3.10 -0.79 2.20 0.00
H -3.18 0.60 3.28 0.00
H -3.00 2.18 1.39 0.00
H -4.34 1.08 1.10 0.00
H -4.35 -0.60 -1.14 0.00
H -3.46 -1.39 0.16 0.00
H -2.53 -1.08 -2.75 0.00
H -3.04 -2.59 -1.99 0.00
H -1.30 -4.03 -0.37 0.00
H -1.60 -2.71 0.77 0.00
H 1.15 -3.67 -0.21 0.00
H 0.50 -3.95 1.40 0.00
H 1.58 -0.88 3.27 0.00
H 1.17 -2.60 3.32 0.00
H -0.66 -1.17 4.29 0.00
H -1.24 -2.05 2.87 0.00
C 4.32 1.34 -2.97 0.00
C 3.51 0.20 -2.79 0.00
C 2.37 0.27 -2.04 0.00
C 1.97 1.49 -1.43 0.00
C 0.78 1.58 -0.64 0.00
C 0.45 2.80 -0.09 0.02
C 1.27 3.95 -0.27 0.00
C 2.41 3.86 -1.01 0.01
C 2.78 2.63 -1.62 0.00
C 3.96 2.52 -2.40 0.00
H 5.21 1.27 -3.57 0.00
H 3.79 -0.74 -3.26 0.00
H 1.74 -0.61 -1.93 0.00
H -0.45 2.91 0.51 0.00
H 0.99 4.89 0.19 0.00
H 3.03 4.73 -1.16 0.00
H 4.58 3.41 -2.54 0.00

***

# 2
48
Properties=species:S:1:pos:R:3:nbo_charge:R:1 method="wB97M-V/def2-TZVPD" spin_multiplicity=1 de_lowest_kj_mol=22.6 total_charge=+4 e_homo_ev=-20.73 lumo_ev=-14.651
Au -0.01 -0.05 0.35 1.37
N 1.24 4.21 -3.44 -0.67
C 1.62 2.83 -2.94 -0.04
C 0.62 1.78 -3.44 -0.45
C 0.83 0.42 -2.74 -0.04
N -0.28 0.06 -1.77 -0.81
C 2.18 0.33 -2.04 -0.46
C 2.34 1.45 -1.00 -0.06
N 1.81 0.98 0.32 -0.79
C 1.67 2.78 -1.41 -0.45
H 1.16 4.22 -4.47 0.47
H 1.95 4.91 -3.20 0.47
H 0.35 4.54 -3.07 0.45
H 2.61 2.66 -3.36 0.25
H 0.72 1.63 -4.52 0.29
H -0.40 2.15 -3.28 0.23
H 0.81 -0.36 -3.50 0.27
H -0.55 -0.91 -1.94 0.44
H -1.12 0.62 -1.96 0.43
H 2.98 0.38 -2.78 0.29
H 2.29 -0.65 -1.56 0.25
H 3.41 1.64 -0.86 0.27
H 1.72 1.77 0.96 0.44
H 2.51 0.36 0.74 0.44
H 2.23 3.61 -0.99 0.27
H 0.64 2.83 -1.03 0.21
C 1.49 -1.63 4.10 -0.22
C 1.38 -0.85 2.95 0.10
N 0.31 -0.93 2.16 -0.49
C -0.70 -1.80 2.49 0.21
C -0.65 -2.62 3.61 -0.06
C 0.50 -2.54 4.42 0.00
C -1.79 -3.45 3.90 -0.13
C -2.89 -3.42 3.11 -0.12
C -2.98 -2.53 1.98 -0.04
C -4.12 -2.35 1.17 -0.01
C -4.09 -1.44 0.13 -0.22
C -2.92 -0.73 -0.13 0.10
N -1.81 -0.93 0.59 -0.48
C -1.85 -1.77 1.67 0.13
H 2.37 -1.52 4.72 0.29
H 2.18 -0.17 2.69 0.22
H 0.61 -3.18 5.28 0.29
H -1.77 -4.07 4.78 0.28
H -3.73 -4.08 3.31 0.28
H -5.02 -2.92 1.37 0.29
H -4.96 -1.26 -0.47 0.29
H -2.89 0.01 -0.92 0.22

***

# 3
66
Properties=species:S:1:pos:R:3:lowdin_charge:R:1 method="wB97M-V/def2-TZVPD" spin_multiplicity=1 total_charge=+2 e_homo_ev=-9.56 lumo_ev=-7.455
C 4.95 -0.77 1.90 -0.03
C 3.78 -1.75 1.42 -0.25
O 3.55 -1.44 0.06 -0.44
N 2.31 -1.87 -0.44 0.01
C 1.76 -0.67 -1.16 -0.64
O 1.16 -0.84 -2.23 -0.12
O 1.87 0.64 -0.63 -0.06
C 0.49 0.87 -0.16 -0.16
C 0.34 1.86 0.98 -0.13
C -1.10 1.60 1.41 -0.24
C -1.10 0.44 2.39 -0.11
N -1.07 -0.87 1.72 -0.14
C -0.28 -1.85 2.21 -0.14
C -0.43 -3.01 1.45 -0.17
C -1.35 -2.76 0.40 -0.16
C -1.74 -1.34 0.65 -0.15
H 5.91 -1.29 1.89 0.08
H 5.03 0.07 1.14 -0.01
H 4.76 -0.35 2.89 0.10
H 4.20 -2.77 1.49 0.12
H 2.89 -1.62 2.10 0.09
H 1.64 -2.05 0.33 0.03
H 0.15 -0.13 0.16 0.09
H -0.17 1.17 -0.97 0.11
H 1.04 1.74 1.81 0.11
H 0.48 2.88 0.60 0.13
H -1.51 2.50 1.90 0.08
H -1.67 1.41 0.48 0.08
H -0.24 0.49 3.06 0.13
H -2.06 0.53 2.98 0.07
H 0.37 -1.77 3.06 0.13
H 0.02 -3.99 1.59 0.10
H -1.69 -3.50 -0.40 0.08
H -2.44 -0.73 0.09 0.11
K 4.31 -0.36 -1.62 0.87
C -3.00 2.77 -3.45 0.12
C -3.58 3.98 -3.95 -0.36
C -3.81 5.06 -2.87 -0.29
O -4.23 6.17 -3.11 0.19
C -3.49 4.71 -1.48 0.27
C -2.91 3.49 -1.05 -0.30
C -2.62 2.51 -2.12 -0.35
O -2.09 1.45 -1.75 -0.02
O -2.61 3.12 0.07 0.15
O -3.91 4.21 -5.09 0.14
H -2.81 1.96 -4.14 0.12
H -3.73 5.48 -0.76 0.16
O -1.70 -1.13 -3.22 0.10
H -2.00 -0.44 -2.51 0.16
H -2.29 -1.93 -3.22 0.15
H -0.74 -1.38 -3.10 0.00
Li 1.92 -3.11 1.88 0.73
F -0.63 2.99 3.20 -0.55
O -5.57 0.79 3.10 -0.32
S -4.54 1.29 2.20 0.25
O -4.29 0.31 1.10 -0.36
O -3.30 1.49 2.97 -0.34
O -4.95 2.58 1.63 -0.30
Cs 7.05 1.57 -0.09 1.06
C 5.91 -4.93 -1.28 -1.56
Cl 4.94 -3.94 -2.41 0.52
Cl 5.36 -6.60 -1.30 0.58
Cl 7.62 -4.82 -1.68 0.57
H 5.77 -4.54 -0.28 0.00
K -0.54 -2.60 -2.05 1.03
Be -3.39 -1.00 2.24 0.88

***

# 4
56
Properties=species:S:1:pos:R:3:lowdin_spin:R:1 method="wB97M-V/def2-TZVPD" spin_multiplicity=2 de_lowest_kj_mol=109.4 total_charge=-2 e_homo_ev="-1.30 / -1.32" lumo_ev="4.236 / 4.234"
Ti 1.14 -1.57 -0.73 0.90
C 0.07 -1.20 -4.87 0.00
C -0.20 -1.29 -3.39 0.02
O 0.85 -1.28 -2.66 0.00
C -1.48 -1.37 -2.91 0.00
C -1.84 -1.48 -1.52 0.03
C -3.30 -1.64 -1.19 0.00
N -0.96 -1.44 -0.57 -0.02
N -1.47 -1.58 0.73 0.00
C -0.49 -1.60 1.58 0.00
O 0.77 -1.49 1.30 0.00
C -0.85 -1.76 3.02 0.00
C -2.17 -1.81 3.44 0.00
C -2.47 -1.96 4.79 0.00
C -1.45 -2.06 5.73 0.00
C -0.12 -2.00 5.31 0.00
C 0.18 -1.86 3.96 0.00
H 0.66 -2.07 -5.17 0.00
H 0.68 -0.31 -5.05 0.00
H -0.85 -1.15 -5.45 0.00
H -2.30 -1.38 -3.62 0.00
H -3.90 -1.69 -2.10 0.00
H -3.64 -0.82 -0.56 0.00
H -3.44 -2.56 -0.60 0.00
H -2.95 -1.74 2.70 0.00
H -3.50 -2.00 5.11 0.00
H -1.68 -2.17 6.78 0.00
H 0.68 -2.08 6.03 0.00
H 1.20 -1.81 3.61 0.00
Se 4.25 -0.24 -2.12 0.03
Se 3.85 -1.13 -0.01 0.04
Te 3.24 -3.74 -0.52 -0.04
Se 0.76 -4.13 -0.95 0.02
Br 5.20 1.13 1.72 0.02
C -0.40 1.40 0.07 0.00
N -0.59 2.86 0.12 0.00
C -0.54 3.37 -1.25 0.00
N 0.71 3.05 -1.93 0.00
C 0.87 1.59 -1.95 0.00
N 0.87 1.02 -0.58 0.00
C 1.97 1.66 0.18 0.00
N 1.81 3.12 0.24 0.00
C 0.54 3.44 0.85 0.00
C 1.81 3.62 -1.13 0.00
H -1.23 0.97 -0.49 0.00
H -0.41 1.01 1.08 0.00
H -0.67 4.46 -1.23 0.00
H -1.37 2.93 -1.82 0.00
H 1.81 1.32 -2.42 0.00
H 0.03 1.16 -2.50 0.00
H 2.92 1.43 -0.30 0.00
H 1.99 1.25 1.19 0.00
H 0.41 4.52 0.89 0.00
H 0.53 3.05 1.87 0.00
H 2.76 3.35 -1.60 0.00
H 1.71 4.71 -1.12 0.00

***

# 5
62
Properties=species:S:1:pos:R:3:nbo_charge:R:1 method="wB97M-V/def2-TZVPD" spin_multiplicity=1 total_charge=+1 e_homo_ev=-11.76 lumo_ev=-5.013
C 2.60 -1.99 1.28 -0.63
C 3.02 -1.52 -0.13 -0.44
C 1.86 -1.45 -1.13 -0.19
Cl 0.98 -3.02 -1.09 -0.03
C 0.91 -0.21 -0.97 0.15
N 1.07 0.51 -2.29 -0.62
C 0.32 0.12 -3.18 0.89
O -0.31 -0.35 -4.06 -0.48
C -0.56 -0.53 -0.62 -0.49
C -1.24 0.68 0.02 0.14
C -1.54 1.73 -1.09 -0.65
C -2.50 0.48 0.81 -0.15
C -3.05 1.52 1.55 -0.15
C -4.19 1.17 2.24 -0.25
C -4.69 -0.11 2.14 0.06
N -4.22 -1.12 1.42 -0.36
C -3.13 -0.73 0.78 0.05
N -0.07 1.30 0.77 -0.55
I 0.05 0.84 2.84 0.49
C 1.25 0.83 0.13 -0.42
P 2.42 2.26 -0.28 1.27
N 3.70 2.08 0.63 -1.31
H 3.24 -1.53 2.04 0.23
H 1.57 -1.70 1.53 0.18
H 2.67 -3.07 1.39 0.24
H 3.50 -0.54 -0.04 0.23
H 3.73 -2.27 -0.48 0.24
H 2.31 -1.39 -2.12 0.25
H -0.44 -1.23 0.23 0.26
H -1.14 -1.15 -1.32 0.29
H -2.05 2.61 -0.68 0.23
H -0.64 2.08 -1.60 0.22
H -2.21 1.31 -1.85 0.26
H -2.64 2.52 1.64 0.22
H -4.70 1.90 2.85 0.24
H -5.57 -0.33 2.74 0.21
H -2.67 -1.49 0.17 0.21
H -0.14 2.31 0.66 0.44
H 1.78 0.44 0.99 0.31
H 1.80 3.51 -0.04 -0.03
H 2.84 2.21 -1.62 0.00
H 3.79 2.91 1.22 0.38
C -4.26 -1.23 -3.38 -0.29
Cl -4.12 -1.20 -1.60 0.00
Cl -4.21 -2.89 -3.97 0.04
Cl -5.74 -0.42 -3.89 0.04
H -3.42 -0.70 -3.80 0.22
C 2.90 5.95 1.82 -0.28
Cl 1.21 5.45 2.04 -0.01
Cl 3.93 5.14 3.00 0.05
Cl 3.43 5.59 0.18 0.03
H 2.96 7.01 1.98 0.24
C 0.77 -3.77 -4.93 -0.29
Cl 1.46 -3.73 -6.55 0.03
Cl -0.54 -4.94 -4.83 0.03
Cl 2.02 -4.13 -3.72 0.01
H 0.36 -2.79 -4.71 0.22
C 1.15 -2.62 5.48 -0.28
Cl 2.08 -1.28 4.80 0.00
Cl -0.55 -2.17 5.63 0.02
Cl 1.33 -4.06 4.49 0.04
H 1.53 -2.83 6.47 0.24

***

# 6
58
Properties=species:S:1:pos:R:3:lowdin_spin:R:1 method="wB97M-V/def2-TZVPD" spin_multiplicity=5 de_lowest_kj_mol=0.0 total_charge=+2 e_homo_ev="-12.88 / -12.88" lumo_ev="-6.188 / -6.135"
Pm -0.02 -0.63 -0.27 4.04
C 1.23 0.90 6.16 0.00
C 1.72 1.58 4.90 0.00
N 2.07 0.67 3.80 0.00
C 1.22 0.38 2.82 0.00
S 1.96 -0.27 1.38 -0.02
N -0.07 0.56 2.97 0.00
N -0.89 0.24 1.96 -0.01
C -2.15 0.30 2.27 0.00
C -2.67 0.66 3.64 0.00
C -3.03 0.01 1.14 0.00
C -4.42 0.16 1.22 0.00
C -5.24 -0.18 0.17 0.00
C -4.63 -0.60 -1.02 0.00
C -3.25 -0.73 -1.04 0.00
N -2.47 -0.46 0.00 -0.01
H 1.02 1.69 6.88 0.00
H 2.00 0.25 6.62 0.00
H 0.34 0.27 6.01 0.00
H 2.60 2.13 5.13 0.00
H 0.96 2.27 4.54 0.00
H 3.03 0.48 3.61 0.00
H -2.10 0.19 4.44 0.00
H -3.71 0.34 3.70 0.00
H -2.66 1.76 3.73 0.00
H -4.88 0.52 2.13 0.00
H -6.31 -0.12 0.21 0.00
H -5.22 -0.84 -1.90 0.00
H -2.71 -1.08 -1.95 0.00
Cl -0.71 -3.48 0.94 0.00
C -1.71 -3.98 -0.47 0.00
Cl -1.01 -3.43 -2.01 0.00
H -2.68 -3.53 -0.35 0.00
H -1.79 -5.04 -0.49 0.00
N -2.73 3.82 -1.67 0.00
N -1.90 2.75 -2.14 0.00
N -1.65 2.49 -3.41 0.00
C -0.89 1.42 -3.32 0.00
N -0.69 1.08 -2.01 -0.01
N -1.32 1.95 -1.29 0.00
H -3.67 3.67 -2.06 0.00
H -2.33 4.63 -2.11 0.00
H -0.45 0.88 -4.15 0.00
N 6.27 -1.61 -4.42 0.00
C 5.44 -0.55 -4.36 0.00
S 5.55 0.80 -5.24 0.00
C 4.27 -0.75 -3.43 0.00
C 3.47 -1.91 -3.43 0.00
C 2.35 -1.95 -2.59 0.00
N 1.99 -0.93 -1.78 -0.01
C 2.77 0.18 -1.82 0.00
C 3.91 0.30 -2.59 0.00
H 7.13 -1.47 -4.93 0.00
H 6.26 -2.37 -3.73 0.00
H 3.72 -2.78 -4.04 0.00
H 1.73 -2.83 -2.58 0.00
H 2.51 1.00 -1.12 0.00
H 4.49 1.23 -2.60 0.00

***

# 7
83
Properties=species:S:1:pos:R:3:lowdin_charge:R:1 method="wB97M-V/def2-TZVPD" spin_multiplicity=1 total_charge=0 e_homo_ev=-7.60 lumo_ev=-0.290
C 4.06 -1.25 1.00 -0.12
C 3.35 -0.03 1.08 -0.33
Si 1.50 0.13 1.43 0.60
C 0.53 -1.47 1.12 -0.78
Cl 1.32 -2.92 1.92 0.55
C -0.94 -1.45 1.63 -0.35
C -1.83 -0.36 0.96 -0.14
H 4.37 -1.62 0.01 0.06
H 4.36 -1.84 1.87 0.05
H 3.93 0.89 0.90 0.01
H 1.01 1.19 0.52 -0.03
H 1.22 0.65 2.80 -0.04
H 0.49 -1.63 0.03 0.05
H -1.37 -2.43 1.35 0.07
H -1.01 -1.42 2.73 0.10
H -1.30 0.34 0.31 0.02
H -2.39 0.20 1.73 0.03
H -2.61 -0.85 0.35 0.06
C -2.11 -5.13 2.83 -1.56
Cl -3.46 -4.04 3.17 0.52
Cl -1.97 -6.36 4.09 0.52
Cl -2.31 -5.89 1.24 0.52
H -1.19 -4.55 2.81 -0.02
C 7.87 -0.50 0.28 -1.52
Cl 6.60 0.68 0.61 0.58
Cl 7.90 -1.76 1.52 0.48
Cl 7.64 -1.22 -1.32 0.50
H 8.82 0.01 0.29 -0.06
C 7.67 -2.02 -5.37 -1.54
Cl 7.75 -0.30 -5.73 0.52
Cl 9.29 -2.67 -5.08 0.52
Cl 6.63 -2.32 -3.98 0.49
H 7.25 -2.53 -6.23 0.01
C -1.98 0.10 -2.84 -1.52
Cl -0.79 1.36 -2.50 0.53
Cl -2.40 0.09 -4.56 0.50
Cl -1.37 -1.48 -2.34 0.55
H -2.88 0.31 -2.27 0.02
C -2.90 3.42 3.50 -1.55
Cl -3.18 1.89 4.35 0.53
Cl -1.92 4.50 4.48 0.51
Cl -2.14 3.13 1.93 0.54
H -3.86 3.89 3.33 0.00
C -3.50 0.39 -8.54 -1.52
Cl -3.49 2.11 -8.92 0.52
Cl -1.86 -0.19 -8.24 0.48
Cl -4.53 0.07 -7.14 0.48
H -3.90 -0.15 -9.39 0.02
C 1.02 -1.61 -6.11 -1.52
Cl 2.36 -2.76 -6.03 0.53
Cl 1.01 -0.76 -7.66 0.50
Cl -0.52 -2.43 -5.84 0.50
H 1.15 -0.88 -5.32 0.01
C 9.92 -5.63 1.48 -1.54
Cl 9.01 -4.49 0.47 0.50
Cl 9.00 -6.05 2.92 0.52
Cl 10.35 -7.08 0.56 0.52
H 10.84 -5.14 1.79 0.01
C 10.35 0.15 3.86 -1.54
Cl 8.87 0.98 4.35 0.53
Cl 10.55 0.21 2.10 0.55
Cl 11.75 0.85 4.67 0.53
H 10.27 -0.89 4.16 0.01
C -8.41 1.66 -7.07 -1.53
Cl -7.47 1.70 -8.56 0.52
Cl -9.54 0.30 -7.08 0.54
Cl -7.36 1.57 -5.65 0.51
H -8.98 2.58 -7.00 0.01
C -4.20 6.99 6.82 -1.56
Cl -3.00 7.90 5.89 0.53
Cl -4.76 5.59 5.90 0.51
Cl -3.53 6.48 8.37 0.51
H -5.05 7.63 7.00 -0.03
C -6.84 7.12 10.78 -1.53
Cl -8.35 7.86 11.32 0.53
Cl -6.74 7.11 9.01 0.54
Cl -5.45 7.96 11.47 0.52
H -6.82 6.09 11.13 0.02
C -9.98 -1.93 -3.98 -1.56
Cl -11.36 -3.03 -3.83 0.52
Cl -9.72 -1.04 -2.47 0.52
Cl -8.53 -2.82 -4.44 0.51
H -10.21 -1.21 -4.76 -0.04

***

# 8
53
Properties=species:S:1:pos:R:3:nbo_charge:R:1 method="wB97M-V/def2-TZVPD" spin_multiplicity=1 total_charge=0 e_homo_ev=-8.60 lumo_ev=0.444
N -3.68 -0.55 -2.19 -0.79
C -2.78 -0.13 -1.27 0.38
N -2.42 1.12 -1.44 -0.55
C -1.55 1.59 -0.55 0.30
N -1.08 0.90 0.48 -0.52
C -1.47 -0.36 0.64 0.43
N -0.92 -0.98 1.77 -0.41
C -1.31 -2.28 2.34 -0.21
C -0.54 -2.34 3.65 -0.44
C 0.73 -1.54 3.39 0.09
O 1.70 -2.34 2.69 -0.50
C 2.42 -3.30 3.37 0.34
C 3.23 -4.14 2.62 -0.30
C 3.99 -5.12 3.24 0.05
N 3.97 -5.30 4.57 -0.44
C 3.20 -4.50 5.31 0.05
C 2.41 -3.50 4.75 -0.35
C 0.25 -0.42 2.46 -0.22
C -2.37 -0.94 -0.24 -0.21
Cl -2.97 -2.59 -0.16 -0.01
H -4.15 0.23 -2.63 0.40
H -4.22 -1.35 -1.91 0.39
H -1.21 2.62 -0.67 0.18
H -1.00 -3.10 1.68 0.20
H -2.39 -2.35 2.52 0.21
H -1.12 -1.86 4.44 0.22
H -0.34 -3.38 3.95 0.23
H 1.16 -1.12 4.30 0.19
H 3.27 -4.02 1.54 0.23
H 4.61 -5.77 2.63 0.20
H 3.18 -4.64 6.39 0.20
H 1.81 -2.89 5.42 0.22
H -0.03 0.46 3.05 0.21
H 1.05 -0.13 1.76 0.24
C -1.68 1.34 -4.88 -0.42
N -0.48 0.95 -4.14 -0.60
C 0.36 1.76 -3.50 0.67
O 1.31 1.29 -2.89 -0.63
C 0.13 3.28 -3.54 -0.32
N 1.20 4.03 -2.86 -0.61
C 1.22 5.32 -2.57 0.67
C 0.04 6.19 -2.95 -0.71
O 2.18 5.83 -2.01 -0.63
H -1.43 2.03 -5.69 0.20
H -2.15 0.45 -5.31 0.22
H -2.40 1.81 -4.21 0.21
H -0.29 -0.03 -4.04 0.41
H -0.82 3.49 -3.06 0.22
H 0.08 3.60 -4.58 0.21
H 2.01 3.49 -2.57 0.43
H -0.85 5.84 -2.42 0.22
H -0.12 6.14 -4.02 0.22
H 0.25 7.22 -2.65 0.25